DFT (wB97M-V/def2-TZVPD) results for a structure of composition C2HCl3I2.

## Properties
Orbital gap (spin up / spin down) ... 0.2711 / 0.2810 Eh
LUMO energy (spin up / spin down) ... -0.843 / -0.509 eV
HOMO level (spin up / spin down) ... -0.3021 / -0.2997 hartree

CARTESIAN COORDINATES (ANGSTROEM)
C  -0.91933  1.01329  0.03190
C  0.77765  -0.97940  0.01915
Cl  -0.03378  2.25808  0.70915
Cl  -1.32996  1.06861  -1.61417
Cl  0.59327  -1.36601  -1.61727
I  2.45961  0.04463  0.60043
I  -0.08030  -2.35938  1.34263
H  -1.46716  0.32018  0.52817

Forces on atoms 1 to 3 (eV/Å):
1.99 0.32 -2.12
-1.04 0.85 0.30
-0.34 0.26 0.26

=====

DFT (wB97M-V/def2-TZVPD) results for a cluster of 2 separate species, C2HCl3O3 in total.

## Properties
Orbital gap ... 0.4336 Eh
LUMO energy ... 0.299 eV
HOMO level ... -0.4226 hartree

CARTESIAN COORDINATES (ANGSTROEM)
O  -0.92823  1.38532  0.78475
C  -0.08058  0.93051  0.15612
O  0.28116  1.17129  -1.08623
O  1.22033  0.14458  -1.14389
C  1.05035  -0.16720  0.24347
Cl  2.42723  0.22834  1.28896
Cl  0.58437  -1.85640  0.48309
Cl  -2.88773  -0.72053  -0.17810
H  -1.66690  -1.11591  -0.54817

Forces on atoms 1 to 3 (eV/Å):
-1.50 1.18 1.55
1.53 -1.74 0.89
-1.02 1.97 -2.08

=====

DFT (wB97M-V/def2-TZVPD) results for an isolated molecule of C2HClF2.

## Properties
Orbital gap ... 0.3914 Eh
LUMO energy ... 0.786 eV
HOMO level ... -0.3625 hartree

CARTESIAN COORDINATES (ANGSTROEM)
F  1.64576  0.17175  -0.09350
C  0.45809  -0.51368  0.10089
C  -0.54852  0.28883  0.00537
F  -0.10060  1.59951  0.02277
Cl  -2.13912  0.12632  -0.04006
H  0.68438  -1.67274  0.00453

Forces on atoms 1 to 3 (eV/Å):
-0.14 -1.24 0.65
3.87 -3.45 -1.47
1.97 2.93 0.56

=====

Max |F|: 2.93, 3.04, 5.39 (eV/Å)